No. 1
Entry from the OMol25 dataset: C47H42AsN5O2P2Pd as an isolated structure (ωB97M-V with the def2-TZVPD basis set).

Last column: Löwdin charge in e.
Atoms and positions in Å:
Pd1 -0.296 0.042 -0.064  0.454
C1 -0.395 3.348 1.256  -0.299
N1 -0.268 3.080 2.670  -0.170
C2 0.235 1.812 3.131  -0.298
P1 -0.627 0.338 2.392  1.013
C3 -0.716 -0.793 3.810  -0.337
C4 -1.865 -1.561 3.975  -0.114
C5 -1.952 -2.493 4.990  -0.075
C6 -0.881 -2.687 5.849  -0.078
C7 0.266 -1.922 5.692  -0.071
C8 0.350 -0.978 4.685  -0.085
C9 -2.336 1.039 2.450  -0.365
C10 -2.965 1.393 3.639  -0.079
C11 -4.220 1.976 3.615  -0.066
C12 -4.859 2.198 2.405  -0.078
C13 -4.247 1.833 1.217  -0.081
C14 -2.989 1.258 1.243  -0.152
C15 -0.134 4.177 3.513  -0.250
C16 0.747 4.178 4.599  -0.032
C17 0.858 5.286 5.415  -0.088
C18 0.107 6.423 5.173  -0.103
C19 -0.782 6.428 4.109  -0.087
C20 -0.909 5.321 3.293  -0.028
P2 0.569 2.244 0.095  1.011
C21 0.444 3.191 -1.454  -0.355
C22 -0.781 3.703 -1.881  -0.100
C23 -0.873 4.353 -3.097  -0.081
C24 0.241 4.478 -3.912  -0.071
C25 1.452 3.944 -3.507  -0.076
C26 1.556 3.304 -2.286  -0.087
C27 2.301 2.499 0.571  -0.362
C28 2.747 3.597 1.298  -0.069
C29 4.085 3.705 1.631  -0.067
C30 4.988 2.730 1.233  -0.069
C31 4.551 1.643 0.491  -0.058
C32 3.213 1.525 0.164  -0.106
H1 -0.080 4.381 1.040  0.103
H2 -1.449 3.248 0.945  0.073
H3 0.032 1.750 4.205  0.100
H4 1.310 1.682 2.948  0.083
H5 -2.700 -1.405 3.306  0.090
H6 -2.858 -3.068 5.104  0.106
H7 -0.949 -3.419 6.641  0.104
H8 1.108 -2.063 6.355  0.105
H9 1.249 -0.392 4.566  0.100
H10 -2.480 1.190 4.586  0.115
H11 -4.707 2.256 4.538  0.107
H12 -5.832 2.666 2.389  0.104
H13 -4.754 1.999 0.279  0.106
H14 -2.489 0.970 0.304  0.049
H15 1.376 3.323 4.789  0.103
H16 1.558 5.263 6.238  0.103
H17 0.215 7.294 5.800  0.098
H18 -1.383 7.304 3.911  0.103
H19 -1.625 5.333 2.484  0.110
H20 -1.664 3.591 -1.266  0.095
H21 -1.822 4.756 -3.417  0.103
H22 0.161 4.979 -4.864  0.105
H23 2.319 4.006 -4.146  0.095
H24 2.506 2.889 -1.981  0.099
H25 2.062 4.373 1.609  0.104
H26 4.424 4.555 2.203  0.106
H27 6.031 2.820 1.499  0.105
H28 5.253 0.886 0.168  0.112
H29 2.852 0.676 -0.410  0.098
O1 1.626 -0.364 2.300  -0.103
C33 2.026 -1.169 1.454  -0.451
N2 1.466 -1.372 0.254  0.077
C34 2.158 -2.310 -0.467  -0.424
O2 1.881 -2.672 -1.588  0.078
C35 3.296 -2.770 0.393  -0.074
C36 4.301 -3.687 0.187  0.010
C37 5.233 -3.849 1.210  -0.065
C38 5.157 -3.120 2.386  -0.069
C39 4.135 -2.201 2.595  0.000
C40 3.213 -2.048 1.585  -0.086
H30 4.364 -4.252 -0.731  0.124
H31 6.034 -4.560 1.081  0.105
H32 5.899 -3.275 3.155  0.104
H33 4.067 -1.617 3.500  0.117
N3 -0.163 0.054 -2.346  0.059
C41 0.737 -0.163 -3.058  -0.212
C42 1.744 -0.385 -3.954  -0.290
C43 1.961 -1.648 -4.508  -0.262
N4 2.143 -2.663 -5.018  0.140
C44 2.565 0.655 -4.384  -0.246
N5 3.250 1.501 -4.763  0.142
C45 -3.440 -1.526 -1.588  -0.285
As1 -1.795 -1.911 -0.563  1.056
C46 -2.579 -3.050 0.840  -0.292
C47 -1.098 -3.322 -1.714  -0.280
H34 -3.971 -2.460 -1.784  0.031
H35 -3.178 -1.061 -2.541  0.025
H36 -4.100 -0.852 -1.041  0.010
H37 -2.971 -3.965 0.389  0.028
H38 -3.394 -2.533 1.350  0.018
H39 -1.815 -3.305 1.577  0.019
H40 -1.771 -4.183 -1.715  0.033
H41 -0.115 -3.640 -1.375  0.006
H42 -0.984 -2.950 -2.732  0.035

Values from the calculation:
- 2S+1 = 3
- expectation value of S² = 2.01
- calculated total energy (Eh) = -5286.8187
- gap between HOMO and LUMO (alpha / beta) (eV) = 6.675 / 5.429
- HOMO level (alpha / beta) (eV) = -6.9 / -7.4


No. 2
Entry from the OMol25 dataset: C47H42AuO4S5Si as an isolated structure (ωB97M-V with the def2-TZVPD basis set).

Last column: Löwdin charge in e.
Atoms and positions in Å:
Au1 0.668 0.172 -0.712  1.345
O1 2.762 0.313 -0.645  -0.619
S1 3.716 1.515 -0.606  1.107
C1 2.977 2.753 -1.733  -0.289
C2 2.999 4.237 -1.344  -0.196
C3 1.629 4.917 -1.509  -0.198
C4 0.642 4.702 -0.351  -0.272
S2 -0.448 3.284 -0.579  1.070
O2 0.560 2.163 -0.248  -0.662
C5 -1.438 3.409 0.895  -0.376
C6 -2.231 4.532 1.095  -0.073
C7 -3.054 4.581 2.208  -0.056
C8 -3.091 3.512 3.095  -0.055
C9 -2.311 2.388 2.869  -0.076
C10 -1.481 2.326 1.759  -0.113
C11 3.603 2.232 1.018  -0.397
C12 2.606 1.888 1.917  -0.084
C13 2.618 2.460 3.181  -0.048
C14 3.617 3.356 3.535  -0.053
C15 4.629 3.669 2.637  -0.056
C16 4.634 3.095 1.376  -0.096
H1 1.958 2.395 -1.832  0.024
H2 3.486 2.565 -2.679  0.100
H3 3.724 4.754 -1.971  0.121
H4 3.325 4.379 -0.314  0.092
H5 1.173 4.611 -2.453  0.106
H6 1.789 5.993 -1.581  0.122
H7 -0.022 5.562 -0.250  0.097
H8 1.143 4.530 0.605  0.112
H9 -2.225 5.359 0.395  0.114
H10 -3.672 5.452 2.378  0.115
H11 -3.741 3.553 3.958  0.115
H12 -2.353 1.549 3.550  0.113
H13 -0.893 1.441 1.560  0.088
H14 1.844 1.172 1.650  0.080
H15 1.847 2.194 3.892  0.117
H16 3.622 3.794 4.524  0.114
H17 5.423 4.345 2.923  0.115
H18 5.439 3.308 0.682  0.121
O3 -1.273 0.088 -0.659  -0.308
C17 -2.119 0.072 -1.829  -0.531
C18 -3.484 -0.079 -1.184  -0.431
C19 -4.435 -1.020 -1.433  -0.084
C20 -5.556 -0.918 -0.564  -0.164
C21 -5.420 0.084 0.344  -0.386
S3 -3.936 0.911 0.158  1.082
C22 -2.014 1.392 -2.583  -0.518
C23 -2.925 2.400 -2.684  -0.127
C24 -2.472 3.496 -3.470  -0.167
C25 -1.220 3.300 -3.961  -0.405
S4 -0.594 1.775 -3.495  1.001
C26 -1.883 -1.091 -2.766  -0.491
C27 -1.604 -2.374 -2.409  -0.113
C28 -1.553 -3.263 -3.513  -0.147
C29 -1.829 -2.637 -4.689  -0.390
S5 -2.132 -0.972 -4.469  1.057
H19 -4.348 -1.755 -2.220  0.123
H20 -6.418 -1.567 -0.616  0.110
H21 -6.116 0.383 1.111  0.072
H22 -3.903 2.355 -2.231  0.105
H23 -3.067 4.373 -3.680  0.110
H24 -0.655 3.943 -4.617  0.074
H25 -1.477 -2.670 -1.381  0.081
H26 -1.321 -4.315 -3.430  0.106
H27 -1.866 -3.063 -5.679  0.070
O4 0.948 -1.715 -0.802  -0.409
Si1 0.807 -3.008 0.219  0.525
C30 1.879 -2.861 1.756  -0.223
C31 1.857 -3.895 2.697  -0.082
C32 2.599 -3.822 3.865  -0.077
C33 3.380 -2.703 4.125  -0.085
C34 3.419 -1.667 3.206  -0.086
C35 2.677 -1.753 2.033  -0.099
C36 -0.956 -3.059 0.866  -0.233
C37 -1.918 -4.051 0.670  -0.090
C38 -3.222 -3.892 1.122  -0.069
C39 -3.595 -2.729 1.778  -0.080
C40 -2.653 -1.735 2.000  -0.089
C41 -1.353 -1.906 1.553  -0.106
C42 1.458 -4.410 -0.830  -0.209
C43 0.787 -5.581 -1.184  -0.089
C44 1.358 -6.504 -2.051  -0.083
C45 2.615 -6.268 -2.585  -0.081
C46 3.305 -5.115 -2.238  -0.077
C47 2.731 -4.200 -1.371  -0.088
H28 1.249 -4.776 2.516  0.109
H29 2.568 -4.638 4.575  0.106
H30 3.959 -2.646 5.038  0.104
H31 4.033 -0.794 3.397  0.098
H32 2.744 -0.958 1.307  0.052
H33 -1.667 -4.967 0.156  0.082
H34 -3.949 -4.676 0.953  0.107
H35 -4.614 -2.600 2.120  0.107
H36 -2.935 -0.826 2.518  0.087
H37 -0.625 -1.123 1.749  0.088
H38 -0.190 -5.801 -0.776  0.077
H39 0.819 -7.406 -2.309  0.105
H40 3.058 -6.983 -3.267  0.105
H41 4.292 -4.931 -2.643  0.104
H42 3.282 -3.302 -1.108  0.103

Values from the calculation:
- charge = +1
- 2S+1 = 1
- calculated total energy (Eh) = -4533.0015
- gap between HOMO and LUMO (eV) = 6.806
- HOMO level (eV) = -10.6


Calculated values (kcal per mole) of energy relative to the best compared isomer or geometry (same formula, charge and spin) for the records, taken in order: 20.5, 0.0.